Record 1
DFT (the ωB97M-V functional and the def2-TZVPD basis) results for 2 unconnected molecules or ions with the total composition C4H14N2O in a non-equilibrium geometry.

```
21
Properties=species:S:1:pos:R:3:forces:R:3:mulliken_charge:R:1
C 1.429679 -1.865090 0.265807 -0.6 -0.9 0.5 -1.01
C -0.078966 -1.684684 0.007318 0.7 1.2 0.3 -0.71
C -0.480838 -0.168518 -0.162419 -0.1 -3.1 0.4 0.13
N -0.112360 0.575780 1.022212 0.4 0.9 -0.5 -0.56
C -1.968343 -0.167302 -0.539163 -0.4 1.8 -0.1 -0.64
N -2.240227 1.097648 -1.255400 -0.4 0.2 -0.5 -0.56
H 1.914067 -2.215411 -0.642647 0.4 0.6 -0.1 0.29
H 1.850818 -0.994456 0.760247 0.3 0.1 -0.5 0.22
H 1.591031 -2.689016 0.970608 -0.1 0.0 0.0 0.31
H -0.634966 -2.101433 0.849566 -0.3 -0.1 -0.2 0.35
H -0.323637 -2.160953 -0.938819 -0.3 -0.3 0.2 0.37
H 0.160062 0.142581 -0.988416 -0.3 0.5 -0.1 0.30
H -0.242270 1.551239 0.771328 -0.1 0.1 0.5 0.29
H -0.666042 0.367786 1.847150 -0.1 -0.1 -0.3 0.22
H -2.317624 -1.074033 -1.037030 0.4 -0.1 -0.3 0.36
H -2.601477 -0.071778 0.349197 0.3 -0.3 0.3 0.27
H -1.701868 1.210512 -2.105621 0.3 -0.3 0.1 0.20
H -3.203443 1.206082 -1.573068 0.1 -0.2 0.4 0.22
O 3.016050 1.788961 0.477497 -0.8 -0.2 0.5 -0.67
H 2.991512 2.640783 0.934243 0.1 -0.2 -0.1 0.31
H 2.220054 1.319348 0.820032 0.6 0.3 -0.3 0.31
```
Positions in Å, forces in eV/Å.

E_tot: -345.5365 hartree
energy above the lowest of the compared OMol25 structures with the same formula, charge and spin: 1.0804 eV
SMILES string: CC[C@H](N)CN.O
orbital gap: 10.43 eV



Record 2
DFT (the ωB97M-V functional and the def2-TZVPD basis) results for a molecular structure, C5H6O in a non-equilibrium geometry.

```
12
Properties=species:S:1:pos:R:3:forces:R:3:mulliken_charge:R:1
C 1.784415 -0.730520 -0.214455 1.6 -0.5 -0.5 -0.19
C 0.843845 -1.017619 0.668682 0.2 1.2 -2.1 -0.89
C 1.090184 0.586549 -0.684879 0.6 -2.7 3.1 -0.69
C 0.058319 0.172763 0.229189 -5.0 1.2 0.0 0.69
C -2.241996 0.363055 0.096956 5.3 0.8 -2.0 -0.93
O 0.769166 1.329655 0.538618 0.4 0.5 -0.2 -0.41
H 2.716358 -1.301710 -0.442708 -0.7 0.9 0.1 0.34
H 0.750587 -1.731827 1.371831 -0.5 -2.1 2.3 0.52
H 1.168857 0.999547 -1.595179 -0.2 1.8 -2.9 0.49
H -2.390537 0.093025 1.071159 -1.0 -1.0 1.9 0.41
H -2.315704 -0.131098 -0.827758 -0.7 -1.8 -0.3 0.35
H -2.233489 1.368180 -0.211457 -0.2 1.6 0.6 0.30
```
Positions in Å, forces in eV/Å.

E_tot: -269.0916 hartree
energy above the lowest of the compared OMol25 structures with the same formula, charge and spin: 6.9293 eV
orbital gap: 9.37 eV



Record 3
DFT (the ωB97M-V functional and the def2-TZVPD basis) results for a single C7H14N2O molecule in a non-equilibrium geometry.

```
24
Properties=species:S:1:pos:R:3:forces:R:3:mulliken_charge:R:1
C 2.143348 -0.940425 -1.196402 0.0 1.0 -0.2 -1.47
C 1.104714 -0.909101 -0.130648 -1.1 -3.1 1.1 1.02
N 1.101771 -1.518332 1.037650 0.0 1.1 -0.8 -0.89
C -0.138178 -1.637918 0.245901 0.7 0.3 -1.0 -0.54
C -1.175709 -0.609638 0.541605 1.7 1.8 -0.2 1.14
C -1.378752 -0.230468 1.982716 -0.2 0.0 -0.2 -1.69
O -2.309144 -0.819657 -0.181312 0.0 0.6 -0.2 -0.53
N -0.117130 0.696503 -0.165068 0.1 -1.7 -0.1 0.08
C -0.418226 0.997181 -1.547135 -0.1 0.2 0.2 -1.15
C 0.623029 1.709536 0.550356 -0.5 0.1 0.7 -1.18
H 1.720388 -1.104240 -2.189381 0.0 0.0 0.1 0.31
H 2.674872 0.014120 -1.215455 0.1 0.0 -0.1 0.31
H 2.873667 -1.717297 -0.974465 -0.2 0.0 0.1 0.43
H -0.475012 -2.511543 -0.308570 0.2 -0.3 0.5 0.40
H -0.419461 -0.217620 2.493099 0.0 0.0 0.0 0.40
H -1.861101 0.743834 2.061688 -0.1 0.0 0.1 0.43
H -2.011924 -0.992826 2.444193 0.0 0.1 0.0 0.39
H -2.957542 -0.138765 0.043735 0.0 -0.2 0.0 0.37
H -1.030552 0.208541 -1.982595 0.0 0.0 0.0 0.36
H -0.949392 1.949877 -1.617344 -0.2 0.1 -0.2 0.42
H 0.491322 1.088003 -2.156400 0.0 0.0 0.2 0.32
H -0.044434 2.284143 1.194546 0.1 0.3 0.2 0.29
H 1.395740 1.251887 1.175597 -0.2 -0.1 0.2 0.40
H 1.157707 2.404206 -0.106312 -0.3 -0.1 -0.2 0.38
```
Positions in Å, forces in eV/Å.

E_tot: -459.7225 hartree
energy above the lowest of the compared OMol25 structures with the same formula, charge and spin: 4.2537 eV
SMILES string: CC1=N[C@H]1[C@](C)(O)N(C)C
orbital gap: 8.27 eV



Record 4
DFT (the ωB97M-V functional and the def2-TZVPD basis) results for a molecular structure, C29H32IN5O2Rb in a non-equilibrium geometry.

```
70
Properties=species:S:1:pos:R:3:forces:R:3:mulliken_charge:R:1
Rb 0.551267 -0.011223 -0.087201 -0.4 0.8 -0.8 0.80
C 3.717573 -1.988054 2.982997 -0.1 0.0 0.0 -1.08
C 2.589909 -2.978266 2.982123 0.2 -0.2 0.1 0.81
N 2.757465 -4.108113 3.618975 0.0 0.2 -0.1 -0.73
C 1.748448 -5.009262 3.623987 -0.1 -0.1 0.1 -0.76
C 0.542522 -4.803059 3.006510 0.1 0.0 0.0 0.56
C -0.478131 -5.906861 3.081183 0.1 0.0 0.1 -0.92
O -0.730695 -6.530536 1.821502 -0.1 0.0 -0.1 -0.53
C 0.319974 -3.591046 2.298006 0.5 0.1 0.2 0.23
C -0.952906 -3.375515 1.679523 -0.6 0.2 -0.2 -0.40
N -1.348092 -2.323848 1.048134 0.6 0.1 0.0 0.03
C -2.604121 -2.328537 0.466084 -0.5 -0.2 -0.2 0.15
C -3.124062 -3.438332 -0.224318 0.2 0.1 0.1 -0.11
C -4.369169 -3.394664 -0.822835 -0.1 0.0 0.0 -0.69
C -5.136770 -2.239119 -0.774600 0.0 -0.1 0.0 -0.56
C -4.642880 -1.121900 -0.117360 0.0 0.0 -0.1 -0.50
C -3.399000 -1.175871 0.484121 0.2 0.3 0.3 -0.11
I -2.693175 0.531779 1.505914 -0.2 -0.2 -0.2 0.11
C 1.379879 -2.619430 2.258468 -0.4 -0.3 0.0 0.04
O 1.311131 -1.519673 1.655554 0.5 -0.6 0.8 -0.76
H 4.551069 -2.390006 3.554176 0.0 0.0 0.0 0.37
H 3.386787 -1.044385 3.423926 0.0 0.0 -0.1 0.19
H 4.036686 -1.769487 1.961924 0.0 0.0 0.0 0.25
H 1.943982 -5.926478 4.171572 -0.1 0.0 0.0 0.30
H -1.448635 -5.550159 3.428537 0.0 0.0 0.0 0.37
H -0.127477 -6.650485 3.805174 0.0 0.0 0.0 0.32
H 0.113413 -6.623239 1.368372 0.0 0.0 0.0 0.37
H -1.668296 -4.196134 1.796166 0.0 0.0 0.0 0.55
H -2.510185 -4.326245 -0.309405 0.0 0.0 0.0 0.52
H -4.740679 -4.267866 -1.345045 0.0 0.0 0.0 0.35
H -6.107503 -2.205902 -1.251976 0.0 0.0 0.0 0.36
H -5.216718 -0.205719 -0.087346 0.0 0.0 0.0 0.37
C -0.060941 4.239114 -0.661662 0.0 0.0 0.0 -0.86
N 0.772328 4.807859 0.387286 0.0 0.0 0.0 0.04
C 2.020569 5.360392 -0.116541 0.0 0.0 0.0 -1.12
C 0.788478 4.134157 1.599345 0.1 0.2 0.0 0.44
N 0.207189 3.003205 1.707372 -0.1 -0.4 -0.1 -0.47
N 1.491515 4.803324 2.610744 -0.1 -0.1 0.0 0.14
C 1.711127 4.081563 3.845147 0.0 0.0 -0.1 -1.22
C 1.223994 6.217039 2.817483 0.0 0.0 0.1 -1.15
H -0.239309 5.012906 -1.410440 0.0 0.0 0.0 0.27
H -1.007040 3.915356 -0.238674 0.0 0.0 0.0 0.32
H 0.412034 3.382227 -1.154691 0.0 0.0 0.0 0.29
H 2.559536 4.621797 -0.722801 0.0 0.0 0.0 0.34
H 2.659981 5.666665 0.706407 0.0 0.0 0.0 0.38
H 1.808166 6.224788 -0.749186 0.0 0.0 0.0 0.32
H 0.149395 2.653905 2.656347 0.1 0.2 0.1 0.15
H 2.015076 3.058274 3.633593 0.0 0.0 0.0 0.45
H 0.816590 4.062143 4.484129 0.0 0.0 0.0 0.39
H 2.512524 4.571938 4.399096 0.0 0.0 0.0 0.27
H 0.856381 6.666809 1.900186 0.0 0.0 0.0 0.38
H 2.133417 6.733952 3.134335 0.0 0.0 0.0 0.32
H 0.468257 6.359543 3.602220 0.0 0.0 0.0 0.37
C -2.124914 -0.615940 -5.849040 0.1 0.0 -0.1 -0.43
C -2.250254 -0.889617 -4.471942 -0.1 0.0 0.1 -0.69
C -1.243539 -0.545400 -3.609687 -0.2 -0.1 -0.1 -0.33
C -0.049684 0.086250 -4.045648 0.1 0.1 -0.1 0.95
C 0.968838 0.437083 -3.091185 0.1 0.1 0.1 -1.16
C 2.083817 1.037543 -3.659979 -0.1 -0.1 0.1 -0.59
C 2.236877 1.288088 -5.042419 0.0 0.0 -0.1 -0.56
C 1.246457 0.954835 -5.925298 0.1 0.1 -0.1 -0.79
C 0.064908 0.344888 -5.446539 0.0 0.0 0.2 1.11
C -0.991589 -0.012514 -6.320658 -0.1 0.0 0.0 -0.79
H -2.927608 -0.885584 -6.526286 0.0 0.0 0.0 0.36
H -3.147339 -1.373757 -4.101481 0.0 0.0 0.0 0.43
H -1.351217 -0.762035 -2.551930 0.0 0.0 0.0 0.30
H 2.910312 1.345776 -3.016380 0.0 0.0 0.0 0.29
H 3.152970 1.748018 -5.405841 0.0 0.0 0.0 0.33
H 1.354773 1.151102 -6.987995 0.0 0.0 0.0 0.30
H -0.883689 0.201943 -7.380228 0.0 0.0 0.0 0.30
```
Positions in Å, forces in eV/Å.

charge: -1
E_tot: -1870.3354 hartree
orbital gap: 5.70 eV



Q: E_tot of number 3 (C7H14N2O)?
A: -459.7225 hartree